# 1
Computed, not measured: the molecule C3H2N4, with ωB97M-V/def2-TZVPD.

Energy relative to the best compared isomer or geometry (same formula, charge and spin) in kJ/mol: 0.0
HOMO level in Ha: -0.390
Structure (SMILES): N#Cc1nc[nH]n1
LUMO in eV: 0.49
Largest force on an atom in eV/A: 2.22
Spin multiplicity: 1
E_tot in eV: -9102.892

Last columns: bonded neighbours and bond lengths (Å).
CARTESIAN COORDINATES (ANGSTROEM)
1 C -2.1856 0.0203 -0.0167  C2 1.430, N6 1.162
2 C -0.7585 0.0482 -0.1039  C1 1.430, N7 1.340, N9 1.331
3 C 1.1983 0.6680 -0.0052  H4 1.096, N7 1.302, N8 1.328
4 H 2.1208 1.2425 0.1388  C3 1.096
5 H 1.9176 -1.3547 0.1256  N8 1.037
6 N -3.3461 -0.0126 0.0176  C1 1.162
7 N -0.0064 1.1569 -0.0695  C2 1.340, C3 1.302
8 N 1.1620 -0.6591 -0.0179  C3 1.328, H5 1.037, N9 1.343
9 N -0.1022 -1.1095 -0.0688  C2 1.331, N8 1.343

Löwdin atomic charge list, values in e, 2 entries: atom 1 (C): -0.1414, atom 2 (C): -0.4045

***

# 2
Computed, not measured: the molecule C3H2N4O, with ωB97M-V/def2-TZVPD.

Energy relative to the best compared isomer or geometry (same formula, charge and spin) in kJ/mol: 339.3
HOMO level in Ha: -0.363
Structure (SMILES): O=c1cnnncn1
LUMO in eV: -1.19
Largest force on an atom in eV/A: 5.85
Spin multiplicity: 1
E_tot in eV: -11145.756

Last columns: bonded neighbours and bond lengths (Å).
CARTESIAN COORDINATES (ANGSTROEM)
1 C 0.3704 1.2109 0.4994  C2 1.591, N9 1.375, O10 1.208
2 C -1.1243 0.6661 0.4926  C1 1.591, H4 1.243, N6 1.281
3 C 1.1333 -1.0797 -0.0459  H5 1.028, N8 1.401, N9 1.300
4 H -1.8243 0.6653 1.5194  C2 1.243
5 H 1.5151 -1.9760 0.2824  C3 1.028
6 N -1.3540 0.0023 -0.5789  C2 1.281, N7 1.332
7 N -0.6437 -0.5089 -1.5837  N6 1.332, N8 1.348
8 N 0.4118 -1.2690 -1.2315  C3 1.401, N7 1.348
9 N 0.9964 -0.0020 0.6678  C1 1.375, C3 1.300
10 O 0.5194 2.2910 -0.0216  C1 1.208

Löwdin atomic charge list, values in e, 2 entries: atom 1 (C): -0.4477, atom 2 (C): -0.0057